Molecular formula: C4H6O5Sc
Method: DFT, wB97M-V/def2-TZVPD

Each line ends with the Mulliken charge.
Atoms and positions in Å:
H -0.299 -0.741 2.242  0.330
O 0.735 -0.355 0.475  -0.243
O 2.376 -2.144 1.679  -0.378
C 0.697 -0.432 1.875  -0.381
C 1.700 -1.430 2.376  -0.045
H 0.924 0.537 2.353  0.358
H 1.773 -1.456 3.486  0.367
O -1.535 0.152 0.231  -0.786
C -0.256 0.419 -0.081  1.704
O -0.234 0.206 -1.480  -0.707
Sc -2.303 -0.022 -1.673  1.664
O -0.027 1.753 0.059  -0.333
C 0.901 1.669 -1.648  -0.629
H 1.746 2.136 -1.123  0.362
H 1.542 1.050 -2.290  0.337
H 0.316 2.394 -2.220  0.379

Orbital gap (spin up / spin down) ... 4.34 / 3.49 eV
2S+1 ... 2
⟨S²⟩ ... 0.766
Charge ... +2

Molecular formula: C4H14NOS
Method: DFT, wB97M-V/def2-TZVPD

Each line ends with the Mulliken charge.
Atoms and positions in Å:
C 0.179 1.537 2.010  -1.476
C -0.310 0.584 0.980  0.266
C -0.245 1.053 -0.456  -0.577
C -0.689 0.069 -1.633  -0.723
S -1.514 -1.425 -1.118  -0.228
N 0.546 -0.681 1.140  -0.205
H 1.154 1.998 1.810  0.304
H 0.392 1.107 2.999  0.425
H -0.459 2.378 2.286  0.364
H -1.330 0.212 1.092  0.271
H -0.933 1.877 -0.640  0.474
H 0.749 1.451 -0.658  0.263
H 0.130 -0.130 -2.323  0.354
H -1.345 0.647 -2.285  0.368
H -2.698 -0.911 -0.745  0.162
H 1.526 -0.519 0.834  0.327
H 0.189 -1.424 0.524  0.279
H 0.516 -0.977 2.117  0.391
H 3.517 0.830 0.104  0.296
H 3.247 -0.292 -0.887  0.288
O 2.898 0.108 -0.095  -0.623

Orbital gap ... 10.15 eV
Charge ... +1

Molecular formula: C10H14BrNO2S
Method: DFT, wB97M-V/def2-TZVPD

Each line ends with the Mulliken charge.
Atoms and positions in Å:
C 2.265 3.462 0.371  -0.431
C 2.110 2.468 1.366  -0.565
C 2.016 3.095 -0.928  -0.373
C 1.746 1.172 1.086  -0.450
C 1.619 1.818 -1.248  -0.296
C 1.458 0.823 -0.233  0.233
C -1.633 -2.654 -0.563  -1.451
C -2.541 -1.656 1.495  -1.321
C -2.227 -0.203 -0.505  -1.713
C -1.612 -1.357 0.238  1.390
N -0.301 -0.950 0.567  -0.425
O 0.552 -0.843 -1.913  -0.705
O 2.018 -1.628 -0.043  -0.369
S 0.726 -0.728 -0.507  1.169
Br 3.764 -1.945 -0.642  0.068
H 2.521 4.437 0.597  0.512
H 2.418 2.729 2.378  0.333
H 2.094 3.902 -1.816  0.192
H 1.894 0.377 1.847  0.335
H 1.433 1.411 -2.239  0.424
H -1.511 -3.533 0.042  0.389
H -2.602 -2.727 -1.089  0.364
H -0.828 -2.611 -1.292  0.414
H -1.910 -2.557 1.902  0.335
H -3.532 -1.952 1.153  0.320
H -2.680 -0.749 2.127  0.351
H -2.120 0.776 0.041  0.348
H -1.828 -0.073 -1.470  0.524
H -3.307 -0.304 -0.721  0.398

Orbital gap (spin up / spin down) ... 8.53 / 5.44 eV
2S+1 ... 3
⟨S²⟩ ... 2.008
Charge ... 0

Molecular formula: C3H3LiO4Rb
Method: DFT, wB97M-V/def2-TZVPD

Each line ends with the Mulliken charge.
Atoms and positions in Å:
O 3.242 0.984 0.872  -0.659
O -0.184 1.120 -0.408  -0.326
C -1.360 0.573 -0.064  0.873
C 0.875 0.289 -0.738  -0.399
O -2.297 1.330 0.220  -0.689
O -1.479 -0.694 -0.065  -0.846
C 1.708 -0.246 0.269  -0.574
H 1.234 0.439 -1.759  0.245
H 2.363 -1.063 -0.084  0.343
H 1.247 -0.367 1.266  0.237
Rb -5.255 -0.474 0.795  0.965
Li -0.094 -1.892 -0.304  0.829

Orbital gap (spin up / spin down) ... 4.01 / 3.32 eV
2S+1 ... 2
⟨S²⟩ ... 0.774
Charge ... 0

Molecular formula: C48H38CsIN6O2P
Method: DFT, wB97M-V/def2-TZVPD

Each line ends with the Mulliken charge.
Atoms and positions in Å:
Cs -1.009 -1.438 1.277  1.561
C -1.361 1.683 5.499  -1.232
C -0.728 0.937 4.357  0.045
N -1.302 -0.006 3.709  0.541
N -2.599 -0.304 4.004  -0.852
C -2.929 -1.558 3.679  0.036
O -2.203 -2.480 3.248  -0.882
C -4.395 -1.861 3.889  0.391
C -4.973 -2.890 3.154  -0.485
C -6.316 -3.201 3.310  -0.597
C -7.092 -2.499 4.222  -0.334
C -6.518 -1.477 4.968  -0.644
C -5.180 -1.155 4.796  -0.140
C 0.669 1.249 3.968  0.601
C 1.388 2.248 4.635  -0.705
C 2.704 2.495 4.284  -0.500
C 3.282 1.747 3.274  -0.715
C 2.493 0.787 2.654  -0.245
N 1.233 0.539 2.978  0.080
H -2.357 1.283 5.663  0.195
H -1.440 2.753 5.288  0.294
H -0.773 1.571 6.415  0.311
H -4.350 -3.439 2.460  0.523
H -6.757 -3.993 2.717  0.375
H -8.139 -2.745 4.350  0.349
H -7.118 -0.928 5.685  0.368
H -4.724 -0.351 5.359  0.343
H 0.917 2.821 5.421  0.302
H 3.268 3.266 4.796  0.418
H 4.304 1.904 2.959  0.434
H 2.898 0.191 1.841  0.476
O -3.587 -2.978 -1.581  -0.821
C -2.539 -2.312 -1.451  -0.457
N -1.328 -2.732 -1.121  0.324
C -1.229 -4.164 -0.929  -1.383
C -0.338 -4.641 0.206  0.890
C -0.454 -5.973 0.616  -0.896
C 0.368 -6.455 1.614  -0.346
C 1.296 -5.598 2.192  -0.606
C 1.339 -4.295 1.734  -0.530
N 0.551 -3.826 0.766  0.020
C -2.690 -0.811 -1.712  0.374
C -3.631 -0.413 -2.663  -0.604
C -3.826 0.935 -2.892  -0.552
C -3.100 1.858 -2.151  -0.535
C -2.204 1.375 -1.215  -0.372
N -1.990 0.077 -1.006  0.589
H -0.822 -4.629 -1.842  0.268
H -2.219 -4.611 -0.790  0.428
H -1.199 -6.609 0.153  0.448
H 0.282 -7.482 1.947  0.395
H 1.955 -5.924 2.985  0.392
H 2.036 -3.580 2.162  0.415
H -4.194 -1.178 -3.177  0.494
H -4.539 1.269 -3.637  0.412
H -3.217 2.924 -2.299  0.447
H -1.622 2.057 -0.602  0.221
I 1.030 -1.809 -2.074  -0.009
C 2.989 -1.407 -2.833  0.047
C 3.705 -2.560 -3.042  -0.563
C 4.975 -2.569 -3.644  -0.869
C 5.514 -1.399 -4.078  -0.820
C 4.823 -0.178 -3.883  1.080
C 5.408 1.007 -4.387  -0.816
C 4.788 2.210 -4.244  -1.018
C 3.578 2.268 -3.535  -0.144
C 2.981 1.156 -2.990  0.788
P 1.474 1.463 -1.952  0.873
C 0.463 2.297 -3.243  1.013
C 0.353 3.674 -3.422  -0.098
C -0.403 4.193 -4.465  -0.793
C -1.043 3.342 -5.354  -0.575
C -0.936 1.968 -5.187  -0.516
C -0.202 1.451 -4.132  -0.621
C 1.998 2.860 -0.885  0.323
C 3.318 3.098 -0.502  -0.547
C 3.618 4.056 0.458  -0.751
C 2.608 4.782 1.067  -0.494
C 1.287 4.537 0.716  -0.761
C 0.989 3.584 -0.244  -0.706
C 3.562 -0.142 -3.207  -0.201
H 3.262 -3.504 -2.750  0.399
H 5.496 -3.508 -3.782  0.392
H 6.473 -1.372 -4.582  0.326
H 6.358 0.927 -4.902  0.337
H 5.223 3.116 -4.649  0.408
H 3.111 3.235 -3.391  0.376
H 0.856 4.350 -2.740  0.390
H -0.484 5.266 -4.587  0.402
H -1.628 3.748 -6.170  0.374
H -1.445 1.294 -5.864  0.448
H -0.148 0.378 -3.988  0.156
H 4.122 2.537 -0.960  0.376
H 4.652 4.227 0.734  0.423
H 2.844 5.522 1.821  0.393
H 0.485 5.082 1.197  0.420
H -0.049 3.391 -0.495  0.237

Orbital gap ... 6.78 eV
Charge ... -1

Molecular formula: C16H13FN2O4S2
Method: DFT, wB97M-V/def2-TZVPD

Each line ends with the Mulliken charge.
Atoms and positions in Å:
C -6.214 -2.170 -0.376  -1.108
C -6.050 -0.808 -1.035  -0.251
H -6.734 -0.083 -0.581  0.320
H -6.228 -0.866 -2.111  0.306
O -4.712 -0.324 -0.907  -0.344
C -4.399 0.295 0.237  0.606
O -5.180 0.480 1.139  -0.623
C -2.983 0.741 0.267  0.172
C -2.532 1.432 1.391  -0.886
C -1.226 1.861 1.465  -0.637
C -0.340 1.599 0.417  0.818
C -0.797 0.937 -0.719  -0.256
C -2.107 0.505 -0.787  -0.878
H -2.461 -0.008 -1.667  0.458
H -0.141 0.785 -1.560  0.611
N 0.969 2.071 0.540  -0.162
C 2.137 1.587 0.077  0.812
N 3.212 2.218 0.323  -0.683
S 4.609 1.848 -0.477  1.234
O 5.686 2.551 0.133  -0.675
O 4.370 2.015 -1.880  -0.615
C 4.761 0.100 -0.144  -0.158
C 5.962 -0.448 0.257  -0.497
C 6.021 -1.815 0.457  0.220
C 4.911 -2.629 0.273  -0.593
C 3.710 -2.060 -0.101  -0.648
C 3.633 -0.684 -0.305  0.532
S 2.076 0.011 -0.764  -0.274
H 2.829 -2.667 -0.236  0.431
H 4.998 -3.692 0.433  0.434
F 7.180 -2.377 0.834  -0.302
H 6.820 0.191 0.394  0.541
H 1.092 2.889 1.127  0.267
H -0.877 2.397 2.336  0.381
H -3.226 1.620 2.196  0.453
H -5.502 -2.878 -0.793  0.296
H -7.222 -2.537 -0.546  0.383
H -6.046 -2.087 0.695  0.314

Structure (SMILES) ... CCOC(=O)c1ccc(NC2=NS(=O)(=O)c3cc(F)ccc3S2)cc1
Orbital gap ... 9.06 eV
Charge ... 0

- Among the records above, which one has the highest charge?
  C4H6O5Sc